This record from the OMol25 dataset describes an isolated molecule of C6H12N2 in a non-equilibrium geometry. The level of theory is the ωB97M-V functional and the def2-TZVPD basis.

ORCA input file:
```
! RIJCOSX wB97M-V def2-TZVPD def2/J DEFGRID3
* xyz 0 1
C 0.71 -1.89 -0.39
C -0.67 1.85 0.15
N -1.67 -1.13 0.07
C -0.13 -0.67 -0.18
C 0.12 0.60 -0.01
N -2.77 -0.25 0.11
C 1.71 0.87 -0.36
C 2.70 0.59 0.49
H -1.67 -1.78 0.86
H -3.64 -0.73 0.33
H -2.89 0.15 -0.82
H 1.88 1.41 -1.29
H 1.51 -1.72 -1.12
H 1.14 -2.24 0.55
H 0.08 -2.70 -0.79
H -1.54 1.67 0.79
H -0.08 2.64 0.64
H -1.00 2.23 -0.82
H 2.51 0.11 1.44
H 3.69 1.00 0.34
*
```

Its largest force on an atom is 0.115 Eh/bohr. Its gap between HOMO and LUMO is 8.149 eV. The SMILES is C=C/C(C)=C(\C)NN. The value obtained for the HOMO energy is -7.09 eV.



This record from the OMol25 dataset describes a structure of composition C6H12N2 in a non-equilibrium geometry. The level of theory is the ωB97M-V functional and the def2-TZVPD basis.

ORCA input file:
```
! RIJCOSX wB97M-V def2-TZVPD def2/J DEFGRID3
* xyz 0 1
C -0.71 -0.02 1.81
C 0.90 0.65 -1.63
C -1.52 0.68 -1.00
C 0.30 -0.36 0.72
C -0.18 -0.02 -0.80
N 1.60 0.13 1.11
C 0.18 -1.75 0.15
N -0.25 -1.48 -1.02
H 1.82 -0.12 2.06
H 2.33 -0.20 0.49
H 0.41 -2.73 0.55
H -0.38 -0.45 2.75
H -1.69 -0.41 1.57
H -0.77 1.06 1.93
H 1.16 1.61 -1.19
H 1.79 0.03 -1.68
H -2.32 0.14 -0.51
H -1.75 0.73 -2.06
H -1.47 1.69 -0.60
H 0.54 0.81 -2.65
*
```

Its largest force on an atom is 0.022 Eh/bohr. Its gap between HOMO and LUMO is 10.197 eV. The value obtained for the HOMO energy is -9.19 eV.



Computed E, in the same sequence as the records: -9393.1610; -9395.8050 eV.
Computed relative energy (zero: lowest compared OMol25 entry of this formula, charge and spin), in the same sequence as the records: 3.689; 1.045 eV.